1.
13
Properties=species:S:1:pos:R:3 method="wB97M-V/def2-TZVPD" charge=+1 lumo_energy_ev=-4.7 homo_ev=-15.01 gap_ev=10.32
O 0.34152 1.29713 0.28821
O 0.84966 -0.67923 -0.83604
O -1.33886 -0.25327 -0.15992
C 1.30135 0.28892 0.08029
C -0.85214 0.70807 0.74559
C -0.35213 -1.23667 -0.36068
H 1.57299 -0.18808 1.04160
H 2.21490 0.75856 -0.33240
H -1.61443 1.50390 0.85065
H -0.69961 0.25425 1.74370
H -0.72530 -1.95423 -1.11651
H -0.17194 -1.79805 0.57625
Na -0.52598 1.29867 -2.52071

2.
55
Properties=species:S:1:pos:R:3 method="wB97M-V/def2-TZVPD" lumo_energy_ev=0.7 e_above_lowest_kcal_mol=19.5 homo_ev=-9.15 gap_ev=9.83 smiles="CCOC(=O)N1CCN(C(=O)C2CCN(S(=O)(=O)c3ccccc3)CC2)CC1"
C -1.32154 1.20312 -3.60287
C -0.48768 0.49041 -4.65720
O 0.36566 -0.49847 -4.07981
C -0.20338 -1.70363 -3.85232
O -1.34598 -1.98078 -4.12524
N 0.68234 -2.58937 -3.33084
C 2.00851 -2.24046 -2.87792
C 2.22765 -2.81423 -1.46012
N 0.96852 -2.91993 -0.76627
C 0.50641 -2.19060 0.28292
O -0.59502 -2.42233 0.74746
C 1.41781 -1.10334 0.84379
C 1.35457 0.15626 -0.03469
C -0.01841 0.81660 0.07966
N -0.32409 1.16791 1.44825
S 0.47063 2.52667 2.02551
O 0.53099 3.47126 0.94679
O 1.70239 2.21572 2.70470
C -0.72438 3.08631 3.23421
C -1.98382 3.43731 2.78867
C -2.92810 3.86784 3.70518
C -2.60121 3.94038 5.05113
C -1.33390 3.58698 5.48603
C -0.38629 3.15633 4.57087
C -0.29181 0.03467 2.34731
C 1.02965 -0.73403 2.28307
C 0.06981 -3.89652 -1.36411
C 0.22404 -3.88724 -2.89444
H -1.97351 0.48980 -3.10491
H -1.93237 1.96448 -4.07924
H -0.67859 1.67420 -2.86335
H 0.18971 1.18394 -5.15999
H -1.14023 0.00681 -5.39100
H 2.10139 -1.15479 -2.88637
H 2.75822 -2.65478 -3.56405
H 2.65108 -3.82337 -1.53264
H 2.93350 -2.19116 -0.91650
H 2.44538 -1.48023 0.86958
H 1.55609 -0.07932 -1.07974
H 2.10482 0.86927 0.31599
H -0.04220 1.74547 -0.49162
H -0.80406 0.14427 -0.27779
H -2.19965 3.37138 1.73462
H -3.91662 4.14671 3.37304
H -3.33883 4.27639 5.76477
H -1.08381 3.64718 6.53446
H 0.61187 2.87638 4.86969
H -0.45427 0.41750 3.35733
H -1.11693 -0.62848 2.07673
H 0.94090 -1.63931 2.88533
H 1.81718 -0.10336 2.69873
H 0.28190 -4.89546 -0.96518
H -0.94398 -3.61694 -1.07083
H -0.73328 -4.08800 -3.37538
H 0.95291 -4.63537 -3.22140

3.
96
Properties=species:S:1:pos:R:3 method="wB97M-V/def2-TZVPD" charge=+1 spin_multiplicity=6 lumo_energy_ev="-3.7 / -3.8" e_above_lowest_kcal_mol=0.0 homo_ev="-9.29 / -9.48" s2=8.80 gap_ev="5.59 / 5.67"
Mn -1.16850 -0.99430 -0.22178
I -4.58864 -2.14644 -0.65320
C -3.86426 -2.86686 1.18096
C -4.39185 -4.08226 1.59062
C -4.39259 -4.37243 2.97986
C -3.89023 -3.48092 3.90621
C -3.07427 -2.41082 3.40570
C -2.46102 -1.46248 4.35166
C -2.03224 -0.28886 3.79953
C -2.09780 -0.01390 2.39733
C -2.31271 -0.99504 1.47205
C -3.05189 -2.09954 2.00652
H -4.92921 -4.60988 0.84749
H -4.92187 -5.29141 3.34063
H -3.88970 -3.76076 4.97643
H -2.41725 -1.58946 5.44751
H -1.54187 0.49960 4.41196
H -1.84096 0.99794 2.11234
C 4.16387 -1.13233 -2.50356
N 4.12202 0.07806 -1.74075
C 5.32434 0.83556 -1.50528
C 4.85860 2.24123 -1.14119
N 3.43893 2.19716 -1.32081
C 2.54242 3.30993 -1.02720
C 3.01761 0.93097 -1.75658
N 1.92367 0.44836 -2.23898
C 0.78560 1.31478 -2.44071
C -0.43809 0.56098 -2.91792
N -1.48966 0.51797 -1.90211
C -2.65735 1.04469 -2.28202
N -3.43433 1.75324 -1.48024
C -3.15491 2.10457 -0.05086
C -4.79239 1.97470 -2.02924
C -4.47166 1.66890 -3.52172
N -3.28638 0.81466 -3.44367
C -3.06382 -0.17899 -4.51546
H 5.16846 -1.55543 -2.58361
H 3.70803 -1.02230 -3.45963
H 3.56717 -1.94213 -2.02543
H 6.01182 0.93411 -2.42251
H 5.97395 0.29940 -0.78957
H 5.27216 3.02225 -1.77562
H 5.16905 2.44431 -0.11923
H 3.15397 4.10314 -0.61141
H 1.71536 3.05313 -0.34303
H 2.11171 3.68739 -1.99237
H 1.10808 2.01065 -3.32227
H 0.56920 1.99842 -1.59111
H -0.14420 -0.46483 -3.23122
H -0.79706 1.05683 -3.83171
H -3.78851 2.96732 0.11733
H -2.06419 2.41824 0.10723
H -3.43601 1.30659 0.62003
H -5.22240 2.94914 -2.03950
H -5.51578 1.21937 -1.58229
H -4.27339 2.59816 -4.10449
H -5.33412 1.18046 -3.93718
H -3.95193 -0.84248 -4.65261
H -2.29045 -0.89918 -4.25172
H -2.83434 0.31952 -5.45017
Se 0.67567 1.12278 0.97025
N 0.69794 -0.66725 0.58144
C 1.63448 -1.34381 1.34007
C 2.16849 -2.61137 1.14824
C 3.25521 -3.02781 1.94906
C 3.60291 -2.31742 3.08235
C 3.02636 -1.12659 3.49143
C 2.11673 -0.49258 2.48200
N 1.78258 0.77513 2.47199
H 1.70171 -3.34578 0.51288
H 3.77489 -3.90115 1.62757
H 4.41289 -2.69750 3.73853
H 3.29292 -0.60313 4.40174
C 0.74548 -4.02228 -4.44223
N 0.12650 -3.53280 -3.22897
C -0.96137 -4.30571 -2.72998
C -1.27942 -3.82870 -1.54792
N -0.41585 -2.67558 -1.32220
C 0.44724 -2.57400 -2.33205
H 0.55578 -5.10205 -4.41254
H 1.82092 -3.84482 -4.53571
H 0.24768 -3.58858 -5.32031
H -1.55920 -5.02149 -3.33085
H -1.93230 -4.17946 -0.78207
H 1.23071 -1.84443 -2.48111
C 2.01536 5.77498 5.76333
N 0.99167 5.15730 4.90485
C 1.32178 4.33674 3.83827
N 2.09918 3.28949 4.22883
S 0.60968 4.57933 2.33685
H 2.75563 5.05924 6.07668
H 1.45920 6.18966 6.63603
H 2.56804 6.52463 5.20954
H 0.40877 5.91610 4.63621
H 2.00320 3.06565 5.22673
H 2.20038 2.50453 3.54963

4.
11
Properties=species:S:1:pos:R:3 method="wB97M-V/def2-TZVPD" charge=-1 spin_multiplicity=2 lumo_energy_ev="3.4 / 3.4" e_above_lowest_kcal_mol=7.9 homo_ev="0.05 / -3.77" s2=0.75 gap_ev="3.35 / 7.16"
S 2.65426 -0.69266 -0.44423
S 2.14801 -2.60505 -1.41978
H 1.44641 -0.24252 -0.15972
H 1.86126 -3.20621 -0.28026
O 0.51602 1.57626 0.76200
C -0.39905 0.79916 0.71186
C -1.72450 1.03047 0.06599
H -0.43387 -0.18289 1.25441
H -1.68732 0.54446 -0.91724
H -2.67241 0.85988 0.56392
H -1.70881 2.11910 -0.13696

5.
56
Properties=species:S:1:pos:R:3 method="wB97M-V/def2-TZVPD" lumo_energy_ev=0.4 e_above_lowest_kcal_mol=46.1 homo_ev=-8.57 gap_ev=8.95 smiles="COc1ccc(C(=O)NCC(=O)Nc2cccc(S(=O)(=O)NCc3ccco3)c2)cc1OC"
C 0.19861 4.59609 -0.19477
O -0.66355 3.92910 0.70614
C -1.33748 2.84522 0.27383
C -1.33333 2.36536 -1.02750
C -2.01327 1.20453 -1.36128
C -2.71825 0.49739 -0.39380
C -3.21563 -0.88763 -0.57599
O -3.48712 -1.60545 0.37001
N -3.22967 -1.38763 -1.85641
C -2.95063 -2.78446 -2.07090
C -1.44909 -3.13174 -2.02099
O -1.04203 -4.24215 -2.26408
N -0.67223 -2.06686 -1.68000
C 0.69006 -1.97436 -1.42200
C 1.56338 -3.05868 -1.42770
C 2.90332 -2.86482 -1.13580
C 3.39044 -1.60288 -0.82986
C 2.51173 -0.53718 -0.83254
S 3.06539 1.10916 -0.39916
O 4.43827 1.26124 -0.77051
O 2.10184 2.05934 -0.87894
N 3.02642 1.18365 1.26548
C 1.73389 1.12664 1.90907
C 1.13046 -0.24308 1.94359
C 1.65186 -1.46295 2.26520
C 0.60461 -2.40174 2.09222
C -0.47562 -1.68613 1.68328
O -0.16361 -0.38056 1.58466
C 1.17987 -0.70137 -1.12874
C -2.76115 1.00299 0.91124
C -2.08981 2.15483 1.25879
O -2.04920 2.68981 2.50496
C -2.70493 2.00156 3.54285
H -0.36240 5.04713 -1.01900
H 0.96221 3.91836 -0.58781
H 0.67234 5.38260 0.38961
H -0.76138 2.87206 -1.78706
H -1.95363 0.87162 -2.38865
H -3.06425 -0.76338 -2.62948
H -3.35936 -3.12118 -3.02484
H -3.43341 -3.35248 -1.26939
H -1.15502 -1.19339 -1.51164
H 1.18205 -4.03944 -1.66132
H 3.57370 -3.71031 -1.14477
H 4.43123 -1.42896 -0.60968
H 3.73562 0.60052 1.67956
H 1.07637 1.79102 1.34529
H 1.84061 1.52731 2.92362
H 2.65093 -1.67271 2.58950
H 0.65590 -3.45811 2.25455
H -1.48456 -1.96809 1.45367
H 0.53498 0.16478 -1.12406
H -3.30606 0.42652 1.64089
H -3.78380 1.94206 3.36790
H -2.51785 2.58330 4.44384
H -2.30173 0.99185 3.66983

6.
90
Properties=species:S:1:pos:R:3 method="wB97M-V/def2-TZVPD" lumo_energy_ev=0.0 homo_ev=-9.18 gap_ev=9.17
C -4.46530 2.94394 -0.21185
C -2.90791 3.38949 -0.33827
C -2.84212 4.96755 -0.03356
C -2.10681 2.54190 0.78693
C -0.69811 1.94315 0.22274
Si -0.64141 0.09306 0.74612
C 1.09128 -0.42873 1.47553
C 0.81415 -1.17682 2.88808
O -0.24190 -2.20675 2.75221
C -1.23635 -2.03015 3.75643
O -2.44514 -1.76559 3.50879
O -0.97865 -0.87412 -0.66099
Si -2.61029 -1.41382 -0.74985
C -2.52369 -3.33528 -0.94119
F -3.54810 -1.13057 0.65899
N -3.48030 -0.60790 -2.10789
C -4.50714 -1.45866 -2.70933
O -4.45048 -2.03858 -3.80062
F -5.72312 -1.58168 -1.95417
C -2.57611 -0.02082 -3.10247
O -1.62689 -0.58172 -3.66334
F -2.83062 1.33685 -3.50606
H -4.66611 1.91671 -0.67514
H -5.17480 3.71252 -0.67307
H -4.71741 2.87828 0.91767
H -2.50922 3.08186 -1.36450
H -1.89586 5.42770 -0.47401
H -3.79730 5.48734 -0.42806
H -2.85890 5.09424 1.11744
H -2.77747 1.65936 1.11423
H -1.88842 3.22518 1.69252
H -0.59901 2.02767 -0.91318
H 0.18668 2.45166 0.74840
H -1.58025 -0.06248 1.85102
H 1.63312 -1.16604 0.78810
H 1.72552 0.52612 1.62139
H 0.43004 -0.36704 3.62090
H 1.74816 -1.69611 3.29771
H -0.93291 -2.08359 4.86608
H -2.02523 -3.69983 0.04073
H -3.55328 -3.82532 -0.96449
H -1.83204 -3.66396 -1.78839
F 3.98282 -2.14140 -0.52620
C 3.35396 -2.03496 -1.70905
C 4.09488 -2.07391 -2.87994
C 3.44261 -1.96875 -4.10446
C 2.05842 -1.81511 -4.14286
C 1.32566 -1.77233 -2.95988
C 1.97575 -1.88838 -1.73653
H 5.17191 -2.18580 -2.82960
H 4.01157 -2.00573 -5.02741
H 1.55066 -1.72869 -5.09833
H 0.24979 -1.64863 -2.99102
H 1.42198 -1.86617 -0.80891
F -3.09432 -6.13346 -0.57583
C -3.75682 -6.48697 0.53720
C -3.07443 -7.12327 1.56230
C -3.75979 -7.48477 2.71761
C -5.12187 -7.21535 2.82993
C -5.79766 -6.58031 1.79192
C -5.11065 -6.20868 0.64089
H -2.01642 -7.33193 1.45340
H -3.23396 -7.97628 3.52918
H -5.65672 -7.50169 3.72993
H -6.85926 -6.37484 1.87929
H -5.61897 -5.70553 -0.17355
F -0.34270 6.31283 0.68547
C 0.77018 6.42057 -0.05752
C 1.97719 5.97109 0.45518
C 3.12946 6.07792 -0.31689
C 3.06326 6.64283 -1.58855
C 1.84652 7.09526 -2.09098
C 0.69188 6.97872 -1.32383
H 2.01054 5.54193 1.44993
H 4.07789 5.72233 0.07152
H 3.96357 6.72979 -2.18852
H 1.79740 7.53864 -3.07988
H -0.26544 7.31757 -1.70252
F 4.28718 0.73334 1.87680
C 5.61118 0.75876 1.65478
C 6.48219 0.77470 2.73290
C 7.85402 0.79591 2.50244
C 8.33840 0.81179 1.19656
C 7.45378 0.80059 0.12171
C 6.08227 0.76825 0.35142
H 6.08650 0.77034 3.74196
H 8.54482 0.80077 3.33879
H 9.40876 0.83277 1.01765
H 7.83254 0.81705 -0.89478
H 5.37916 0.75015 -0.47328

7.
21
Properties=species:S:1:pos:R:3 method="wB97M-V/def2-TZVPD" charge=+1 lumo_energy_ev=-3.2 e_above_lowest_kcal_mol=30.1 homo_ev=-11.50 gap_ev=8.35
C -2.70024 0.92230 0.21468
N 0.60353 1.77163 -1.12291
C -0.68062 1.79759 -0.81164
N -1.28676 0.85552 -0.15731
H -3.17420 -0.02661 -0.02810
H -3.17685 1.75456 -0.29493
H -2.82368 1.07514 1.28779
H 1.24696 1.11287 -0.69687
H 0.97460 2.60074 -1.54714
H -1.24087 2.67397 -1.11096
H -0.77308 0.01612 0.09376
C 1.64066 -1.08795 0.28776
C 0.48398 -1.64074 0.66205
N -0.35000 -2.43262 -0.16151
N 2.50487 -0.24416 1.04908
H 1.98414 -1.25004 -0.73069
H 0.14178 -1.46843 1.68008
H -0.11220 -2.33548 -1.13344
H -1.32680 -2.36366 0.05985
H 3.39661 -0.72645 1.07129
H 2.18941 -0.20189 2.01293

8.
13
Properties=species:S:1:pos:R:3 method="wB97M-V/def2-TZVPD" spin_multiplicity=3 lumo_energy_ev="0.3 / -2.2" e_above_lowest_kcal_mol=57.6 homo_ev="-4.49 / -11.10" s2=2.00 gap_ev="4.77 / 8.94"
C -1.26245 -0.85160 -0.47421
C 1.75960 -0.11075 -0.08756
O 1.78738 1.16810 -0.60158
O 1.86325 -1.06359 -0.80973
O 1.35752 -0.24749 1.15993
P -1.62176 0.90665 0.19986
H -0.40913 -1.06206 -1.23290
H -2.18288 -1.36591 -1.03197
H -0.86821 -1.29016 0.43262
H 2.38958 1.46945 -1.27273
H -1.48033 0.43254 1.65043
H 1.58384 0.57583 1.71699
H -2.91641 1.43901 0.35085

9.
93
Properties=species:S:1:pos:R:3 method="wB97M-V/def2-TZVPD" charge=+1 lumo_energy_ev=-4.8 homo_ev=-10.89 gap_ev=6.05
C 1.93356 -3.86628 3.13471
C 0.66111 -3.57929 2.16141
N 0.52082 -2.09050 1.97189
C -0.24538 -1.75082 0.73713
C -1.79349 -1.29939 1.01238
C -2.61707 -2.30294 0.06555
C -2.23502 -3.83372 0.50639
C -3.50746 -4.74886 0.10787
F -3.07809 -6.11561 0.08407
F -4.03867 -4.39239 -1.15450
F -4.50151 -4.59559 1.12885
N -2.09267 0.22458 0.96295
C -2.76514 0.35721 2.30890
B -3.39395 1.79468 2.72929
O -4.83522 1.95952 2.63442
O -2.67679 2.94125 3.23094
C -3.06699 0.31105 -0.19296
O -4.32055 0.28351 -0.04460
N -2.64185 0.35784 -1.62266
C -3.69573 -0.19970 -2.50633
O -4.14042 -1.34710 -2.47666
F -4.20500 0.65873 -3.53780
C -0.73166 0.90170 0.72770
I 0.38658 1.45799 2.60298
P -0.67210 2.62337 -0.06137
N -0.51451 2.68380 -1.64430
O 0.70288 3.48437 0.53861
O -2.06460 3.58165 0.27531
C 0.32398 -0.27572 0.27026
Br 2.02569 -0.12549 1.38022
C 0.94379 -0.38800 -1.18645
P 2.45105 -1.49390 -1.42013
O 3.78247 -0.70130 -1.38702
O 2.51007 -2.87479 -0.43836
O 2.34053 -2.08242 -3.03976
H 2.92654 -3.83709 2.57460
H 1.93800 -3.06223 3.95568
H 1.83085 -4.87429 3.67060
H -0.24755 -4.03297 2.70529
H 0.78144 -4.16016 1.18489
H 0.01910 -1.77842 2.82587
H -0.03626 -2.37700 -0.20917
H -1.95899 -1.81786 2.03393
H -2.30395 -2.22217 -1.02702
H -3.76397 -2.27319 0.21803
H -2.13971 -3.93128 1.64404
H -1.32325 -4.23479 -0.05373
H -3.64658 -0.39663 2.29982
H -2.13222 0.00595 3.20499
H -5.21291 1.13004 2.26853
H -2.84128 3.04488 4.20362
H -2.68171 1.38431 -1.84525
H -0.52029 1.70936 -1.97092
H 1.50852 3.16358 0.06973
H -1.75632 4.45135 0.65265
H 1.29474 0.67088 -1.50202
H 0.09224 -0.64496 -1.93062
H 3.12951 -2.66754 0.30450
H 2.02380 -3.02484 -3.00270
C -0.62783 -0.51449 -8.19237
C -1.15426 -0.50296 -6.75972
C -0.15767 -1.07897 -5.73206
O -0.06002 -2.49979 -5.73808
C 0.77843 -3.02855 -6.75419
N -2.44043 -1.21130 -6.71977
H -0.66339 -1.50701 -8.64592
H -1.23215 0.14315 -8.82248
H 0.40499 -0.15663 -8.23424
H -1.33216 0.54389 -6.49040
H -0.51756 -0.81478 -4.73090
H 0.83487 -0.62333 -5.83486
H 1.63274 -2.37868 -6.96371
H 0.20064 -3.20396 -7.66342
H 1.15426 -3.99539 -6.41353
H -2.83948 -1.11358 -5.78776
H -2.24028 -2.20880 -6.79311
C 5.27616 5.64788 5.27738
C 4.43871 5.10074 4.12436
C 2.97707 4.79638 4.51376
O 2.80534 3.60147 5.27221
C 3.08083 3.73862 6.65789
N 5.10749 3.91570 3.57121
H 5.57806 4.87189 5.98380
H 6.19391 6.10251 4.89563
H 4.72931 6.41795 5.82910
H 4.41543 5.87326 3.34848
H 2.40920 4.64073 3.59004
H 2.51112 5.64793 5.02447
H 2.79844 4.72391 7.03912
H 4.13715 3.54324 6.85120
H 2.50470 2.98167 7.19392
H 4.60351 3.61416 2.73901
H 4.96441 3.15075 4.23066

10.
17
Properties=species:S:1:pos:R:3 method="wB97M-V/def2-TZVPD" lumo_energy_ev=0.8 e_above_lowest_kcal_mol=88.2 homo_ev=-8.25 gap_ev=9.06 smiles="C=C1CNNC(C)=N1"
C 0.68978 2.63847 0.29182
C 0.22737 1.33714 0.14216
C -1.12694 1.20322 -0.59922
N -0.97230 0.01412 -1.37864
N -0.75270 -1.07953 -0.24164
C 0.41972 -0.97000 0.36609
C 0.99620 -2.34987 0.84269
N 0.93595 0.18332 0.73505
H 0.32450 3.44827 -0.36580
H 1.52419 2.79487 0.90656
H -1.06326 2.09190 -1.19933
H -1.93359 1.12167 -0.01817
H -1.98297 -0.32911 -1.61506
H -0.82661 -1.97050 -0.89241
H 1.54838 -3.02591 0.18767
H 1.67025 -2.03408 1.72325
H 0.32204 -3.07399 1.11500